# C21H36KO18

A structure of composition C21H36KO18 at a distorted geometry (the ωB97M-V functional and the def2-TZVPD basis, OMol25).

As for the molar mass: 615.60 g mol⁻¹. Its total charge is +1. Its HOMO energy is -12.246 eV. As for the HOMO-LUMO gap: 0.3751 Eh.

Positions of all 76 atoms, in Å:
K -1.6200 -2.3350 -0.8020
C -5.0980 -7.3090 -4.6350
C -4.4340 -7.1790 -3.2490
C -2.9520 -7.5130 -3.2010
O -2.4120 -6.5140 -2.3860
C -3.2630 -5.5080 -2.3070
O -3.1070 -4.4230 -1.7070
O -4.4120 -5.8060 -2.8250
H -4.7870 -6.5630 -5.3690
H -6.1900 -7.3090 -4.6070
H -4.9180 -8.3250 -5.0030
H -4.9650 -7.8330 -2.5280
H -2.4810 -7.4820 -4.1670
H -2.7150 -8.4830 -2.7640
C 0.0820 -6.7600 -0.0740
C 0.7900 -5.4770 -0.4850
C 1.8500 -5.7330 -1.4670
O 1.4240 -5.1200 -2.6430
C 0.4100 -4.2700 -2.2810
O -0.0170 -3.4190 -2.9920
O -0.0560 -4.5220 -1.1310
H -0.4650 -6.4350 0.8290
H 0.7600 -7.5560 0.2370
H -0.6300 -7.1480 -0.8060
H 1.2560 -5.0670 0.4290
H 2.0380 -6.7670 -1.7090
H 2.7390 -5.3160 -1.0290
C 0.6820 -2.3330 5.6690
C 0.7660 -2.2570 4.1350
C 1.8040 -3.1870 3.4280
O 1.1080 -3.6940 2.3360
C -0.1350 -3.3170 2.3710
O -0.9650 -3.5900 1.5090
O -0.3880 -2.5470 3.3970
H 0.7460 -3.4070 5.9820
H -0.3140 -2.0630 5.9590
H 1.4450 -1.7210 6.2000
H 0.9290 -1.2040 3.8410
H 2.2430 -3.9650 4.0460
H 2.7000 -2.6410 3.0990
C -2.8170 -3.7740 -5.0440
O -3.9870 -3.2590 -4.3680
C -3.8830 -2.2500 -3.5110
O -2.6330 -1.7050 -3.2280
O -5.0780 -1.8060 -3.0050
C -4.9950 -0.5740 -2.3120
H -2.6330 -3.0370 -5.7530
H -3.1540 -4.5620 -5.7040
H -1.9670 -3.9460 -4.4440
H -4.3940 0.2160 -2.7810
H -4.4280 -0.8190 -1.4340
H -5.9800 -0.1700 -1.9900
C -1.3130 0.7130 3.0750
O -1.5980 0.2150 1.8000
C -1.7430 1.1030 0.8510
O -1.7760 2.5280 1.0300
O -2.0440 0.6030 -0.3810
C -2.3040 1.4520 -1.5020
H -1.0810 -0.1520 3.7270
H -2.1250 1.2830 3.4730
H -0.4550 1.3790 3.0570
H -1.6090 2.2890 -1.5700
H -3.2540 1.8970 -1.4380
H -2.1920 1.0590 -2.4500
C -6.3020 -3.4110 -0.1760
O -6.0860 -3.0630 1.1720
C -4.8770 -2.6020 1.5130
O -3.8820 -2.1910 0.6050
O -4.8360 -2.3550 2.7980
C -3.6520 -1.8020 3.3670
H -5.6500 -4.2660 -0.5370
H -6.0410 -2.5050 -0.7410
H -7.3210 -3.7260 -0.3390
H -3.6350 -0.7010 3.4850
H -2.7420 -1.9800 2.7070
H -3.5340 -2.0800 4.3920

# C4H13N2

A cluster of 2 separate species, C4H13N2 in total at a distorted geometry (the ωB97M-V functional and the def2-TZVPD basis, OMol25).

As for the molar mass: 89.16 g mol⁻¹. Its total charge is +1. Its HOMO energy is -15.300 eV. As for the HOMO-LUMO gap: 0.4234 Eh. The value obtained for the relative energy (zero: lowest compared OMol25 entry of this formula, charge and spin) is 92.5 kJ/mol.

Positions of all 19 atoms, in Å:
C 0.3195 -1.1622 0.9958
C 0.7663 0.2830 0.8015
C 2.1627 0.6355 1.2664
H 0.9380 -1.8587 0.3388
H -0.8211 -1.2265 0.9153
H 0.4574 -1.4519 2.0699
H 0.0419 0.9320 1.3138
H 0.7276 0.4781 -0.2969
H 2.3041 1.7122 1.0035
H 2.1948 0.5352 2.3572
H 2.9417 -0.0287 0.7791
N -0.9315 -0.8457 -1.7743
C -1.7062 0.2141 -1.7893
N -2.0305 1.0249 -0.7787
H -0.4125 -1.1506 -0.9467
H -0.9310 -1.4492 -2.5580
H -2.1065 0.4172 -2.7936
H -2.3390 1.9818 -1.0432
H -1.5757 0.9597 0.1396

# C16H17N2S3SiZn

A structure of composition C16H17N2S3SiZn (the ωB97M-V functional and the def2-TZVPD basis, OMol25).

As for the molar mass: 427.00 g mol⁻¹. Its multiplicity is 2. Its HOMO energy (spin up / spin down) is -5.899 / -7.992 eV. As for the HOMO-LUMO gap (spin up / spin down): 0.2170 / 0.2937 Eh. The value obtained for the relative energy (zero: lowest compared OMol25 entry of this formula, charge and spin) is 0.0 kJ/mol.

Positions of all 40 atoms, in Å:
Zn -0.1928 0.5224 -0.3756
C 3.3853 -1.9539 -4.0638
Si 2.8620 -3.2255 -2.8146
C 4.0468 -3.2984 -1.3822
C 2.8225 -4.9004 -3.6403
C 1.1112 -2.8658 -2.2050
C 0.0836 -3.7743 -2.4272
C -1.2246 -3.5288 -2.0105
C -1.4751 -2.3445 -1.3574
N -0.5108 -1.4549 -1.1148
C 0.7544 -1.6844 -1.5233
S 1.8493 -0.3627 -1.1375
H 4.3789 -2.1888 -4.4548
H 3.4130 -0.9568 -3.6221
H 2.6866 -1.9352 -4.9037
H 5.0472 -3.5695 -1.7301
H 3.7262 -4.0498 -0.6563
H 4.1075 -2.3341 -0.8754
H 3.8231 -5.1467 -4.0052
H 2.1475 -4.9151 -4.4997
H 2.5205 -5.6926 -2.9506
H 0.2972 -4.7025 -2.9448
H -2.0216 -4.2353 -2.1941
H -2.4674 -2.0789 -1.0130
S 0.6815 -0.2741 4.0215
C 0.7698 -0.2855 2.3137
N -0.2128 0.2770 1.6910
C -1.1551 0.7926 2.5867
C -2.3322 1.4584 2.2439
C -3.1457 1.8971 3.2652
C -2.8078 1.6820 4.6101
C -1.6477 1.0247 4.9573
C -0.8224 0.5802 3.9242
H 1.6006 -0.7372 1.7837
H -2.5839 1.6308 1.2048
H -4.0612 2.4205 3.0243
H -3.4688 2.0378 5.3893
H -1.3872 0.8593 5.9940
S -1.3617 3.4520 -1.4515
C -1.3781 1.9271 -1.1060